Entry 1:
{"formula": "C25H64N2O13Sr", "method": "ωB97M-V/def2-TZVPD", "orbital_gap_ev": 3.366, "charge": 0, "homo_energy_ha": -0.265, "elements": ["Sr", "C", "C", "O", "O", "H", "H", "H", "C", "C", "O", "O", "H", "H", "H", "C", "O", "H", "H", "H", "H", "C", "O", "H", "H", "H", "H", "C", "O", "H", "H", "H", "H", "O", "H", "H", "O", "H", "H", "O", "H", "H", "O", "H", "H", "C", "C", "C", "C", "C", "C", "N", "O", "C", "C", "C", "H", "H", "H", "H", "H", "H", "H", "H", "H", "H", "H", "H", "H", "H", "H", "H", "H", "H", "H", "C", "C", "C", "C", "C", "C", "N", "O", "C", "C", "C", "H", "H", "H", "H", "H", "H", "H", "H", "H", "H", "H", "H", "H", "H", "H", "H", "H", "H", "H"], "positions_angstrom": [[-15.77222, -7.05252, 0.35297], [-16.87250, -9.45859, -4.75682], [-16.57095, -8.94709, -3.34639], [-15.40378, -8.58961, -3.13012], [-17.55817, -8.82371, -2.52782], [-16.06253, -10.09946, -5.10513], [-16.94559, -8.59547, -5.41848], [-17.78064, -10.05894, -4.81129], [-19.49762, -4.58376, -2.69909], [-19.44564, -4.12183, -1.24004], [-18.36285, -4.33139, -0.64720], [-20.33704, -3.40760, -0.80852], [-18.74059, -4.15845, -3.35797], [-20.40501, -4.30517, -3.23493], [-19.52359, -5.67331, -2.71648], [-11.96029, -11.73447, -3.83785], [-11.68481, -11.60663, -2.42120], [-11.13331, -11.81524, -4.54332], [-12.78769, -12.42924, -3.98211], [-12.36232, -10.76984, -4.14759], [-12.38095, -11.09348, -2.00451], [-20.59776, -5.75457, -6.93046], [-21.92767, -5.45381, -6.77566], [-19.96755, -4.99305, -6.47108], [-20.49311, -6.76565, -6.53692], [-20.38948, -5.77547, -8.00017], [-22.32643, -5.78136, -7.58517], [-16.65206, -13.34097, -1.14963], [-15.21064, -13.10609, -1.07866], [-17.08732, -12.94302, -2.06629], [-16.84476, -14.40456, -1.29020], [-17.08501, -12.93975, -0.23331], [-14.87887, -13.63695, -1.80647], [-12.37894, -6.28865, -4.03840], [-13.15055, -6.81531, -3.82986], [-11.65935, -6.72683, -3.58405], [-13.24295, -4.81783, -1.20129], [-13.29653, -4.91365, -2.15218], [-12.75952, -4.00231, -1.06914], [-21.06149, -12.60838, -3.41033], [-21.24257, -11.89821, -4.02606], [-20.96171, -12.17259, -2.56396], [-20.72834, -10.30085, -0.51816], [-19.90464, -10.05692, -0.94035], [-21.04311, -9.48957, -0.11944], [-13.81273, -7.07283, -8.49971], [-12.80546, -6.61219, -9.56029], [-11.73239, -5.66234, -8.95024], [-10.57346, -6.46461, -8.37774], [-10.10726, -7.56017, -9.42045], [-11.18257, -8.48063, -10.04285], [-12.38477, -7.83322, -10.35995], [-13.41473, -8.70486, -10.75167], [-10.48690, -9.11234, -11.32367], [-11.51444, -9.67375, -9.01783], [-13.62254, -5.75599, -10.48191], [-14.73188, -7.38367, -8.99634], [-14.17811, -6.23108, -7.91145], [-13.51615, -7.72597, -7.67902], [-11.25885, -5.02541, -9.69735], [-12.10014, -5.13954, -8.06732], [-10.88755, -6.99872, -7.48098], [-9.78186, -5.82573, -7.98621], [-9.39304, -8.14212, -8.83793], [-9.53253, -7.09169, -10.21940], [-10.49114, -8.32088, -12.07312], [-9.43355, -9.35712, -11.18714], [-11.08984, -9.99606, -11.53250], [-12.16216, -10.39441, -9.51703], [-10.57811, -10.17605, -8.77477], [-12.04425, -9.39994, -8.10546], [-14.42486, -6.24984, -11.03009], [-12.91604, -5.17086, -11.07063], [-14.17786, -5.00854, -9.91531], [-13.18653, -8.70753, -11.68415], [-18.99379, -13.19772, -8.63877], [-19.33803, -12.08248, -9.67222], [-18.04693, -11.59681, -10.35924], [-17.58435, -12.56161, -11.51588], [-18.83225, -12.82943, -12.38490], [-20.01819, -13.46778, -11.68618], [-20.38368, -12.52800, -10.62020], [-21.49809, -12.88573, -9.92492], [-21.15486, -13.43824, -12.69786], [-19.79431, -14.95758, -11.18322], [-19.91978, -10.79488, -9.02856], [-19.90748, -13.66719, -8.27424], [-18.63496, -12.77129, -7.70202], [-18.29571, -13.98114, -8.93379], [-18.09460, -10.56666, -10.71227], [-17.17926, -11.61581, -9.69979], [-17.20165, -13.45065, -11.01461], [-16.69074, -12.29704, -12.08116], [-18.48282, -13.47804, -13.18820], [-19.03700, -11.93351, -12.97101], [-22.19443, -13.66899, -12.46519], [-21.28072, -12.39772, -12.99713], [-21.02790, -13.99691, -13.62516], [-18.80555, -15.10056, -10.74730], [-20.51304, -15.07511, -10.37223], [-20.16528, -15.80319, -11.76238], [-20.90943, -11.06632, -8.66111], [-20.03421, -10.06226, -9.82747], [-19.21777, -10.47670, -8.25782], [-21.27885, -13.48621, -9.20872]]}

Entry 2:
{"formula": "C25H65N5O20", "method": "ωB97M-V/def2-TZVPD", "e_above_lowest_kcal_mol": 448.0, "orbital_gap_ev": 8.364, "charge": 0, "homo_energy_ha": -0.327, "elements": ["C", "N", "O", "O", "H", "H", "H", "C", "N", "O", "O", "H", "H", "H", "C", "N", "O", "O", "H", "H", "H", "C", "N", "O", "O", "H", "H", "H", "C", "N", "O", "O", "H", "H", "H", "C", "O", "C", "C", "O", "C", "H", "H", "H", "H", "H", "H", "H", "H", "H", "H", "C", "O", "C", "C", "O", "C", "H", "H", "H", "H", "H", "H", "H", "H", "H", "H", "C", "O", "C", "C", "O", "C", "H", "H", "H", "H", "H", "H", "H", "H", "H", "H", "C", "O", "C", "C", "O", "C", "H", "H", "H", "H", "H", "H", "H", "H", "H", "H", "C", "O", "C", "C", "O", "C", "H", "H", "H", "H", "H", "H", "H", "H", "H", "H"], "positions_angstrom": [[28.53412, -8.46353, 27.04914], [29.72412, -7.81163, 27.53908], [30.68105, -8.48422, 27.34345], [29.60022, -6.79303, 28.17357], [28.76924, -8.62018, 25.99640], [27.66804, -7.82151, 27.20981], [28.27823, -9.37330, 27.59221], [28.96864, -3.60297, 28.23207], [29.34020, -3.01633, 29.51330], [30.48336, -2.59272, 29.71201], [28.41791, -2.97590, 30.34607], [29.75978, -4.35277, 28.22912], [28.95048, -2.83339, 27.46038], [27.99905, -4.10027, 28.25834], [29.69194, -4.64632, 21.69502], [29.62366, -4.72420, 23.15166], [28.68238, -5.38528, 23.56017], [30.50273, -4.19200, 23.83643], [29.48975, -3.58237, 21.57165], [29.01403, -5.38315, 21.26420], [30.72689, -4.95345, 21.54454], [25.55601, -11.63004, 24.44257], [26.61288, -11.40473, 25.45074], [26.49510, -10.46209, 26.24394], [27.51162, -12.28006, 25.37898], [26.01611, -12.01639, 23.53311], [25.05021, -10.69408, 24.20540], [24.80760, -12.26351, 24.91871], [24.81343, -6.90229, 23.14925], [24.69387, -6.68060, 21.70899], [25.67530, -6.43815, 21.04177], [23.55122, -6.84436, 21.26346], [25.48074, -7.70876, 23.45322], [23.79710, -7.07580, 23.50286], [25.10799, -5.94078, 23.56977], [27.31264, -10.15318, 20.56382], [25.95464, -10.46643, 20.54254], [25.62693, -11.78186, 20.40843], [24.30967, -12.04074, 19.61680], [23.97538, -13.42555, 19.75167], [22.69641, -13.68996, 19.08509], [27.66703, -10.35890, 19.55377], [28.01569, -10.74960, 21.14527], [27.49233, -9.09936, 20.77661], [25.45130, -12.18721, 21.40489], [26.45861, -12.37425, 20.02699], [24.20274, -11.69424, 18.58888], [23.60206, -11.45584, 20.20442], [21.89267, -13.26155, 19.68393], [22.52886, -14.76633, 19.12344], [22.75526, -13.28211, 18.07599], [25.52524, -8.18702, 29.36362], [24.59831, -8.39236, 28.43506], [24.85254, -7.66137, 27.19855], [23.92055, -8.02550, 26.06829], [24.15834, -9.28960, 25.45970], [23.61626, -10.42431, 26.14391], [25.57851, -7.16644, 29.74268], [26.48832, -8.54067, 28.99551], [25.16544, -8.83437, 30.16335], [25.88176, -7.69061, 26.84082], [24.58080, -6.67055, 27.56261], [24.13614, -7.41369, 25.19232], [22.87142, -7.98439, 26.36111], [22.53102, -10.35308, 26.21656], [23.81781, -10.61774, 27.19750], [23.73269, -11.41539, 25.70536], [26.66410, -0.49627, 28.96491], [27.39868, -0.85328, 27.81485], [26.68593, -1.77399, 27.08233], [27.39336, -1.97440, 25.67884], [28.38723, -2.97457, 25.74244], [29.09738, -3.37728, 24.60890], [27.19956, 0.39552, 29.29060], [26.82586, -1.29630, 29.68732], [25.60126, -0.35059, 28.77192], [25.65039, -1.45707, 26.95851], [26.61568, -2.70849, 27.63899], [27.76018, -0.98466, 25.40690], [26.64798, -2.12008, 24.89698], [29.98739, -2.75191, 24.53902], [28.56666, -3.22955, 23.66835], [29.36497, -4.43221, 24.54876], [27.10830, -9.85162, 22.93468], [27.01080, -8.48388, 23.25545], [27.02502, -8.21305, 24.63082], [27.11915, -6.65206, 24.92100], [27.15601, -6.43711, 26.32120], [27.24459, -5.06364, 26.72776], [26.11518, -10.26854, 23.10208], [27.77070, -10.39125, 23.61152], [27.58690, -10.07079, 21.98021], [27.93284, -8.68239, 25.00987], [26.16098, -8.60156, 25.16988], [26.37162, -6.08443, 24.36683], [28.11203, -6.25397, 24.71167], [27.49610, -5.05672, 27.78833], [26.32867, -4.51433, 26.50991], [28.08100, -4.57908, 26.22403], [32.23408, -6.93221, 18.25780], [30.97000, -7.30341, 18.91592], [29.78332, -6.75622, 18.34553], [28.51323, -7.30839, 18.93289], [28.49335, -6.85659, 20.31730], [27.43200, -7.26634, 21.15765], [32.10014, -7.07526, 17.18555], [33.13879, -7.35725, 18.69247], [32.30112, -5.84434, 18.24566], [29.88554, -6.85958, 17.26527], [29.77144, -5.68901, 18.56688], [28.56958, -8.39545, 18.98974], [27.64641, -7.02189, 18.33737], [27.73801, -8.15951, 21.70235], [26.48793, -7.51146, 20.67109], [27.09139, -6.48253, 21.83422]]}